1.
Here is a cluster of 11 separate species, C42H73N3O18 in total at a distorted geometry from the OMol25 dataset. Energies are from ωB97M-V/def2-TZVPD.

Last column: Löwdin charge in e.
CARTESIAN COORDINATES (ANGSTROEM)
O -1.49526 -0.79835 1.31326  0.004
C -0.92343 -0.15698 0.42884  -0.594
N -1.56039 0.78146 -0.28506  0.205
C 0.51101 -0.45333 0.10981  0.003
H -1.11056 1.41822 -0.92845  0.065
H -2.51089 0.96347 0.01505  0.072
H 0.88036 0.09729 -0.75622  0.070
H 0.61274 -1.48858 -0.21514  0.052
H 1.14768 -0.28578 0.97332  0.060
O 2.69358 -5.65762 -1.82315  0.048
C 2.68894 -4.47744 -2.12263  -0.569
N 3.09852 -4.06754 -3.37717  0.137
C 2.32937 -3.39709 -1.13152  0.008
H 3.61724 -4.76870 -3.88285  0.105
H 3.44665 -3.12251 -3.41672  0.093
H 1.36451 -3.59228 -0.67661  0.062
H 2.24648 -2.46211 -1.69896  0.071
H 3.12399 -3.22700 -0.40924  0.079
C 1.67786 5.42905 5.16463  -0.086
C 2.50482 4.17558 5.38318  -0.274
N 2.65368 3.32554 4.20064  -0.179
C 3.62333 2.27348 4.47948  -0.273
C 3.30529 1.17253 5.48618  -0.073
C 1.34462 2.81408 3.77094  -0.251
C 1.44728 1.79546 2.65169  -0.065
H 0.64003 5.23389 4.89373  0.053
H 2.12527 6.04460 4.38300  0.079
H 1.64310 5.99241 6.09811  0.075
H 3.49172 4.46668 5.75022  0.115
H 2.06584 3.57994 6.20475  0.114
H 4.56763 2.77291 4.72447  0.117
H 3.88103 1.81505 3.51754  0.073
H 4.07871 0.40908 5.41710  0.074
H 2.33405 0.70828 5.30023  0.058
H 3.23886 1.55783 6.50503  0.070
H 0.81632 2.39843 4.64488  0.124
H 0.78772 3.67959 3.41114  0.094
H 1.97864 2.20115 1.80040  0.067
H 1.86784 0.85223 3.01607  0.062
H 0.44983 1.44353 2.37268  0.071
O -3.67892 -4.26007 -1.89585  0.099
C -3.00327 -3.99675 -0.93486  -0.473
O -3.39845 -4.34970 0.30986  0.019
C -2.33092 -4.14867 1.27355  -0.114
C -1.07305 -3.91482 0.43553  -0.152
C -1.62424 -3.36899 -0.87218  -0.067
H -2.24867 -5.06042 1.85923  0.127
H -2.61152 -3.29810 1.89220  0.120
H -0.53858 -4.84944 0.25966  0.127
H -0.39377 -3.19834 0.89448  0.081
H -1.09851 -3.67956 -1.76576  0.105
H -1.82916 -2.29893 -0.78439  0.118
O -0.15398 -1.32396 -2.95010  0.107
C 0.15769 -1.85048 -3.98126  -0.472
O 0.70344 -1.10007 -4.98497  -0.001
C 0.65344 -1.86523 -6.20623  -0.155
C -0.42216 -2.92578 -5.96841  -0.135
C -0.18863 -3.22998 -4.48575  -0.062
H 1.63616 -2.30260 -6.40160  0.120
H 0.41037 -1.19137 -7.02662  0.123
H -0.21603 -3.76128 -6.63746  0.119
H -1.40233 -2.51332 -6.18604  0.101
H 0.64887 -3.91624 -4.36965  0.112
H -1.08591 -3.57312 -3.97980  0.119
O 0.33086 2.47108 -1.68208  0.103
C 1.08990 2.68552 -2.58726  -0.465
O 2.41817 2.72661 -2.41246  0.033
C 3.06250 3.08697 -3.64793  -0.151
C 2.02256 2.86278 -4.74106  -0.136
C 0.71634 3.10522 -3.99574  -0.053
H 3.99001 2.52315 -3.75776  0.126
H 3.41056 4.12332 -3.56464  0.127
H 2.10380 1.82320 -5.06448  0.117
H 2.27168 3.47233 -5.60814  0.119
H -0.08996 2.46383 -4.33772  0.102
H 0.42934 4.15400 -3.92548  0.140
O -4.45612 0.86169 -0.35847  0.078
C -4.96535 -0.10920 -0.85709  -0.470
O -5.02928 -0.28234 -2.17613  0.020
C -5.48615 -1.60652 -2.52990  -0.111
C -6.14074 -2.18352 -1.25520  -0.123
C -5.64635 -1.25748 -0.14449  -0.048
H -4.61597 -2.18780 -2.82623  0.100
H -6.17033 -1.49484 -3.36691  0.129
H -5.87307 -3.23773 -1.23014  0.101
H -7.23022 -2.14446 -1.29352  0.111
H -4.98112 -1.76131 0.55739  0.125
H -6.43774 -0.79273 0.44397  0.131
O 0.12049 -5.47681 4.44829  0.120
C 0.61710 -4.45588 4.07527  -0.491
O 1.22121 -4.36676 2.87024  0.019
C 1.95793 -3.14372 2.74120  -0.161
C 1.30071 -2.18137 3.73233  -0.137
C 0.71282 -3.13445 4.79108  -0.061
H 1.92081 -2.76656 1.72554  0.078
H 3.00415 -3.33842 2.97969  0.125
H 0.48402 -1.63265 3.25957  0.104
H 2.01056 -1.47629 4.16020  0.094
H -0.27053 -2.78669 5.09874  0.126
H 1.36645 -3.18618 5.66071  0.126
O -3.00545 -1.35939 -4.83124  0.119
C -2.96530 -0.16683 -4.70791  -0.466
O -3.61160 0.63869 -5.58242  0.033
C -3.50141 2.00684 -5.15741  -0.149
C -3.14559 1.95834 -3.66814  -0.132
C -2.35931 0.65008 -3.60598  -0.089
H -4.41081 2.54593 -5.40966  0.125
H -2.68815 2.45054 -5.74616  0.120
H -4.07206 1.83184 -3.10797  0.104
H -2.64218 2.88765 -3.41368  0.113
H -2.27705 0.12345 -2.66288  0.099
H -1.32054 0.91265 -3.84839  0.102
O 3.86842 -1.47783 1.22479  0.106
C 4.35621 -0.39541 1.04212  -0.464
O 3.83094 0.43842 0.12174  0.033
C 4.35501 1.75797 0.30641  -0.153
C 5.70852 1.57432 0.99693  -0.127
C 5.51252 0.24586 1.76595  -0.063
H 3.71073 2.34149 0.96158  0.100
H 4.45231 2.30456 -0.62707  0.115
H 5.93515 2.41231 1.65081  0.116
H 6.49559 1.37887 0.27113  0.114
H 5.26385 0.31407 2.82494  0.110
H 6.43135 -0.33531 1.72691  0.126
O -5.31847 2.40116 4.48088  0.123
C -4.40973 2.87595 3.86452  -0.480
O -3.32299 3.39730 4.49191  0.025
C -2.44744 4.01677 3.54078  -0.154
C -2.76365 3.36187 2.19592  -0.139
C -4.24687 2.97743 2.37476  -0.068
H -1.42262 3.82334 3.85026  0.095
H -2.63469 5.09256 3.54825  0.126
H -2.14079 2.47276 2.08990  0.098
H -2.62134 3.99689 1.32573  0.114
H -4.48970 2.02400 1.90504  0.107
H -4.86776 3.69562 1.83999  0.130

## Properties
Spin multiplicity = 1
Orbital gap = 8.83 eV
Energy relative to the best compared isomer or geometry (same formula, charge and spin) = 0.0000 eV
Structure (SMILES) = CCN(CC)CC.O=C1CCCO1.O=C1CCCO1.O=C1CCCO1.O=C1CCCO1.O=C1CCCO1.O=C1CCCO1.O=C1CCCO1.O=C1CCCO1.CC(N)=O.CC(N)=O

2.
Here is an isolated molecule of C6H8 from the OMol25 dataset. Energies are from ωB97M-V/def2-TZVPD.

Last column: Löwdin charge in e.
CARTESIAN COORDINATES (ANGSTROEM)
C -0.78973 -1.41693 0.40306  -0.071
C 0.34795 -0.51190 -0.08950  -0.375
C -0.06468 0.40428 -1.26136  -0.237
C -0.10516 1.83761 -0.81382  0.038
C 0.46062 1.77452 0.52852  -0.139
C 0.71966 0.51065 0.93736  -0.029
H -0.51641 -1.94576 1.32270  0.076
H -1.04276 -2.16475 -0.35530  0.079
H 1.21814 -1.14127 -0.32630  0.141
H -1.00756 0.11032 -1.74041  0.110
H 0.67884 0.38834 -2.07464  0.120
H -1.68632 -0.82027 0.60684  0.088
H 0.63259 2.65466 1.14378  0.082
H 1.12748 0.23062 1.90933  0.117

## Properties
Spin multiplicity = 1
Orbital gap = 7.77 eV
Energy relative to the best compared isomer or geometry (same formula, charge and spin) = 2.7131 eV

3.
Here is a cluster of 2 separate species, C3H6O in total at a distorted geometry from the OMol25 dataset. Energies are from ωB97M-V/def2-TZVPD.

Last column: Löwdin charge in e.
CARTESIAN COORDINATES (ANGSTROEM)
C -1.71596 0.01102 -0.21003  -0.151
C 2.25732 -0.53416 -0.15654  -0.022
C 1.93688 0.62533 -0.08078  -0.032
H -0.25033 -0.31752 1.22020  0.227
H -1.69590 0.68233 -1.00787  0.046
H -2.41659 -0.78839 -0.29535  0.057
H -2.02367 0.65819 0.67975  0.089
H 2.58207 -1.56503 -0.21764  0.033
H 1.65407 1.65317 0.05251  0.032
O -0.32789 -0.42494 0.01574  -0.279

## Properties
Spin multiplicity = 1
Orbital gap = 10.17 eV
Energy relative to the best compared isomer or geometry (same formula, charge and spin) = 4.3875 eV
Structure (SMILES) = C#C.CO

4.
Here is an isolated molecule of CH2N4O at a distorted geometry from the OMol25 dataset. Energies are from ωB97M-V/def2-TZVPD.

Last column: Löwdin charge in e.
CARTESIAN COORDINATES (ANGSTROEM)
C -0.19657 0.70199 0.23429  -0.479
H -1.27131 2.20086 0.26556  0.059
H 0.97832 -2.04076 0.36886  0.157
N -0.45258 1.82147 0.71622  0.165
N -0.87665 -0.05052 -0.75059  0.080
N -0.32823 -1.15483 -0.86353  0.034
N 0.85363 -1.15861 -0.15094  -0.031
O 0.88740 -0.07183 0.66272  0.016

## Properties
Spin multiplicity = 1
Orbital gap = 9.82 eV
Energy relative to the best compared isomer or geometry (same formula, charge and spin) = 2.2484 eV
Structure (SMILES) = [H]/N=c1\nn[nH]o1

5.
Here is a structure of composition C34H38Cl2N2O4Zn at a distorted geometry from the OMol25 dataset. Energies are from ωB97M-V/def2-TZVPD.

Last column: Löwdin charge in e.
CARTESIAN COORDINATES (ANGSTROEM)
C 6.34329 -4.08990 -0.64611  -0.045
O 6.92169 -2.80662 -0.31804  -0.072
C 6.11967 -1.70990 -0.38398  -0.193
C 4.79545 -1.69721 -0.81957  0.012
C 3.91778 -0.70321 -0.35816  -0.218
C 2.43280 -0.84760 -0.56663  -0.094
C 1.69695 -1.26820 0.68616  -0.170
C 2.14653 -2.64336 1.23066  -0.360
O 3.26507 -3.02836 1.49080  0.091
N 0.98557 -3.37249 1.41771  -0.043
C 1.06284 -4.71599 1.92828  -0.021
C -0.24238 -2.74336 0.93239  -0.473
C -0.77559 -3.57926 -0.24074  -0.001
C -1.28687 -2.71989 2.06697  0.001
N 0.24062 -1.41144 0.54325  -0.007
C -0.56014 -0.36547 0.15793  -0.056
C -1.90592 -0.40521 -0.08854  -0.091
C -2.77395 0.76376 -0.24140  -0.133
C -4.23183 0.48984 0.01236  -0.225
C -5.04788 1.52815 0.48153  -0.035
C -6.43721 1.43752 0.42576  -0.092
C -7.04931 0.26357 -0.03280  -0.099
C -6.25636 -0.82906 -0.38901  -0.081
C -4.84663 -0.73533 -0.34551  -0.036
C 4.42339 0.38948 0.36987  0.019
C 5.78072 0.44089 0.72082  -0.191
O 6.34117 1.28843 1.62439  -0.078
C 5.51286 2.30143 2.23072  -0.053
C 6.65847 -0.54702 0.21200  -0.160
O 7.98976 -0.47958 0.49035  -0.085
C 8.46838 -1.02318 1.75809  -0.028
H 7.15892 -4.80102 -0.49915  0.092
H 5.49563 -4.32334 0.02269  0.096
H 6.01431 -4.10720 -1.69051  0.088
H 4.40448 -2.52151 -1.40950  0.112
H 2.01126 0.12410 -0.88610  0.121
H 2.27053 -1.58022 -1.36640  0.131
H 1.89469 -0.53411 1.48891  0.165
H 2.08338 -4.90753 2.25926  0.093
H 0.36127 -4.83162 2.75831  0.088
H 0.79198 -5.44327 1.13724  0.097
H 0.01479 -3.71388 -0.98188  0.094
H -1.10671 -4.57355 0.11041  0.089
H -1.61803 -3.09785 -0.73997  0.070
H -0.82474 -2.29109 2.97876  0.105
H -2.14988 -2.10929 1.79820  0.070
H -1.61560 -3.74329 2.29705  0.084
H 0.01612 0.54531 -0.01658  0.130
H -2.34313 -1.40698 -0.11784  0.060
H -2.40958 1.58652 0.41319  0.127
H -4.57632 2.45654 0.79855  0.122
H -7.05006 2.30249 0.70597  0.027
H -8.13875 0.21714 -0.13633  0.098
H -6.72651 -1.75694 -0.74662  0.105
H -4.26020 -1.58944 -0.68704  0.099
H 3.72751 1.16030 0.70451  0.110
H 6.20425 2.88165 2.84259  0.092
H 5.05563 2.94313 1.46397  0.094
H 4.73363 1.84618 2.85377  0.094
H 9.54572 -0.86458 1.71527  0.089
H 8.02116 -0.46549 2.58760  0.084
H 8.22917 -2.09316 1.82485  0.087
Cl -10.04110 2.84625 -2.49672  -0.086
Zn -9.28137 3.72935 -0.74164  0.209
Cl -8.51208 4.59370 1.05946  -0.066
C -4.55265 2.97081 -3.02258  -0.017
C -3.88411 1.79517 -2.65181  -0.052
C -2.79195 2.08448 -1.69041  -0.111
C -2.77653 3.58288 -1.68233  -0.162
C -3.84879 4.10888 -2.48600  -0.192
C -4.04067 5.48793 -2.66057  -0.038
C -3.15982 6.38930 -2.04024  -0.093
C -2.11873 5.88666 -1.22766  -0.097
C -1.90680 4.50051 -1.08327  -0.041
H -5.41609 3.07229 -3.64927  0.097
H -4.15733 0.80601 -2.96807  0.101
H -1.77163 1.57776 -1.84592  0.145
H -4.83519 5.88446 -3.29062  0.105
H -3.26570 7.48168 -2.16973  0.104
H -1.45559 6.59380 -0.72235  0.095
H -1.08770 4.11865 -0.46302  0.106

## Properties
Spin multiplicity = 1
Orbital gap = 7.13 eV
Energy relative to the best compared isomer or geometry (same formula, charge and spin) = 0.0000 eV